Entry 1:
ORCA calculation (wB97M-V/def2-TZVPD) on C7H16N2 in the gas phase at a distorted geometry.

Structure (XYZ):
```
25
Properties=species:S:1:pos:R:3:forces:R:3
C 3.1015 -0.5409 -0.3132 -0.007 0.252 -0.508
N 2.3243 0.2592 0.6110 -2.217 1.967 -0.982
C 0.8828 0.7747 -0.0270 5.864 -2.029 1.855
N 0.9653 1.9327 -0.7607 -0.147 -0.040 0.543
C 0.0095 -0.1252 0.2944 -5.706 1.275 -2.033
C 0.0626 -1.3526 1.1260 0.358 0.298 0.134
C -1.5181 0.2966 -0.3437 1.978 -1.282 1.141
C -2.1623 -0.9439 -0.9437 -0.136 0.207 -0.119
C -2.3708 0.9076 0.7598 0.043 -0.023 -0.181
H 2.5521 -1.4546 -0.5427 0.103 -0.070 0.029
H 3.3139 -0.0338 -1.2727 0.018 -0.150 0.056
H 4.0690 -0.7993 0.1289 -0.167 -0.065 0.032
H 2.8239 1.1172 0.8325 0.045 -0.099 -0.044
H 0.1709 2.5533 -0.7614 0.344 -0.057 -0.462
H 1.6908 1.9544 -1.4649 -0.514 0.337 0.082
H -0.8846 -1.5043 1.6420 -0.029 -0.065 0.036
H 0.2632 -2.2295 0.5092 -0.054 -0.090 0.004
H 0.8660 -1.2569 1.8518 0.020 -0.108 0.064
H -1.3828 1.0320 -1.1423 0.235 -0.110 0.120
H -2.3465 -1.7032 -0.1856 0.008 -0.083 0.053
H -3.1243 -0.6929 -1.3970 -0.048 -0.029 0.003
H -1.5332 -1.3727 -1.7228 0.043 -0.072 -0.010
H -2.5064 0.2025 1.5792 -0.003 -0.031 0.099
H -1.9037 1.8076 1.1570 -0.004 0.056 0.088
H -3.3631 1.1719 0.3860 -0.027 0.009 0.000
```
Positions in Å, forces in eV/Å.

Computed properties:
ΔE to the lowest compared entry with this formula, charge and spin, kcal/mol: 52.5
E_tot, Ha: -385.75688
2S+1: 1
SMILES: CN/C(N)=C(\C)C(C)C



Entry 2:
ORCA calculation (wB97M-V/def2-TZVPD) on C4H5NO in the gas phase at a distorted geometry.

Structure (XYZ):
```
11
Properties=species:S:1:pos:R:3:forces:R:3
N 3.1261 -0.4989 0.2060 -1.044 0.426 -0.054
C 2.0667 -0.0391 0.1423 0.894 -0.385 0.072
C 0.7208 0.5326 0.0469 -0.015 0.081 -0.011
C -0.3624 -0.5484 -0.0410 0.017 -0.039 -0.002
C -1.7405 0.0719 -0.1208 -0.042 0.300 0.205
O -2.0075 1.1363 0.3824 0.086 -0.387 -0.282
H 0.5361 1.1770 0.9109 0.052 -0.098 -0.107
H 0.6828 1.1755 -0.8393 0.017 -0.084 0.125
H -0.1967 -1.2227 -0.8872 -0.029 0.123 0.079
H -0.3456 -1.1717 0.8640 -0.009 0.038 -0.140
H -2.5166 -0.5093 -0.6595 0.073 0.025 0.115
```
Positions in Å, forces in eV/Å.

Computed properties:
ΔE to the lowest compared entry with this formula, charge and spin, kcal/mol: 14.5
E_tot, Ha: -285.39143
2S+1: 1
SMILES: N#CCCC=O



Entry 3:
ORCA calculation (wB97M-V/def2-TZVPD) on C4H5NO2S in the gas phase at a distorted geometry.

Structure (XYZ):
```
13
Properties=species:S:1:pos:R:3:forces:R:3
O 1.6846 1.7003 -0.0100 -0.506 1.067 0.186
C 0.5586 0.9510 -0.1011 0.297 -1.552 -0.760
C -0.8066 1.3102 -0.1276 0.089 1.511 0.569
C -1.5036 0.1423 -0.0785 0.140 -1.390 -0.121
N -0.6288 -0.9157 -0.1275 -0.720 1.190 -0.020
O -1.0000 -2.2097 0.1532 0.034 -0.051 -1.262
C 0.6606 -0.4406 -0.2152 0.820 0.806 1.273
S 2.1656 -1.3454 -0.1652 -0.281 -0.235 0.337
H 1.3945 2.5554 0.3496 0.434 -0.214 -0.254
H -1.2564 2.3286 -0.0730 0.532 -1.078 -0.135
H -2.5506 -0.0424 -0.0470 -0.487 -0.090 0.077
H -1.1212 -2.5864 -0.7454 0.053 -0.137 0.794
H 2.4032 -1.4477 1.1877 -0.405 0.173 -0.685
```
Positions in Å, forces in eV/Å.

Computed properties:
ΔE to the lowest compared entry with this formula, charge and spin, kcal/mol: 78.6
E_tot, Ha: -758.75481
2S+1: 1
SMILES: Oc1ccn(O)c1S



Entry 4:
ORCA calculation (wB97M-V/def2-TZVPD) on a molecular structure, C28H30FeNOP2S3.

Structure (XYZ):
```
66
Properties=species:S:1:pos:R:3:forces:R:3
Fe -0.0601 0.3220 -0.3388 0.089 -0.172 0.199
N 1.1437 -1.8825 -1.8537 0.204 -0.119 0.072
P -0.5204 -1.8310 -1.5070 0.156 0.174 -0.423
C -1.3960 -1.3954 -3.0243 -0.090 -0.043 -0.083
C -1.3325 -2.1980 -4.1670 0.039 0.016 -0.018
C -1.9188 -1.7696 -5.3468 0.012 -0.041 -0.013
C -2.5805 -0.5444 -5.3933 0.005 -0.034 -0.037
C -2.6700 0.2491 -4.2603 0.015 -0.001 0.059
C -2.0788 -0.1811 -3.0783 -0.006 -0.073 -0.054
C -0.8893 -3.5680 -1.2040 -0.157 0.045 0.292
C 0.0553 -4.3801 -0.5700 -0.017 -0.087 0.022
C -0.2327 -5.7189 -0.3343 0.073 0.086 0.028
C -1.4671 -6.2388 -0.7040 -0.005 -0.060 0.025
C -2.4176 -5.4266 -1.3081 -0.057 0.072 -0.022
C -2.1360 -4.0893 -1.5548 -0.004 -0.070 0.009
P 1.9870 -0.4746 -1.4646 -0.110 0.583 -0.706
C 3.7343 -0.8886 -1.6502 -0.041 -0.284 0.424
C 4.1526 -2.1853 -1.3456 0.084 -0.056 0.060
C 5.4781 -2.5476 -1.5434 -0.075 -0.067 0.056
C 6.3899 -1.6113 -2.0098 0.079 -0.015 -0.013
C 5.9835 -0.3096 -2.2722 -0.062 0.070 0.019
C 4.6572 0.0588 -2.0934 0.054 -0.054 -0.045
C 1.7347 0.7313 -2.8022 0.031 0.073 -0.092
C 1.9076 2.0861 -2.5057 -0.030 0.059 0.032
C 1.7793 3.0507 -3.5018 0.004 -0.055 0.150
C 1.4658 2.6587 -4.7945 -0.015 -0.045 -0.086
C 1.2998 1.3090 -5.0996 -0.010 0.028 -0.039
C 1.4373 0.3481 -4.1109 -0.030 -0.052 0.001
H 1.5536 -2.6124 -2.4218 0.012 -0.035 -0.211
H -0.8246 -3.1575 -4.1344 -0.033 0.054 -0.005
H -1.8692 -2.3939 -6.2325 0.000 0.071 0.082
H -3.0379 -0.2163 -6.3183 0.009 -0.017 0.024
H -3.2036 1.1931 -4.2974 0.061 -0.106 0.021
H -2.1772 0.4253 -2.1838 0.039 0.060 0.035
H 1.0155 -3.9730 -0.2659 -0.084 -0.053 -0.062
H 0.5081 -6.3565 0.1374 -0.093 0.080 -0.043
H -1.6917 -7.2824 -0.5139 0.029 0.085 -0.036
H -3.3812 -5.8340 -1.5939 0.098 0.038 0.038
H -2.8816 -3.4620 -2.0311 0.058 -0.041 0.007
H 3.4519 -2.9149 -0.9496 0.062 0.053 -0.079
H 5.7988 -3.5607 -1.3270 -0.032 0.099 -0.017
H 7.4244 -1.8972 -2.1652 -0.095 0.036 0.019
H 6.6997 0.4241 -2.6240 -0.063 -0.064 0.024
H 4.3516 1.0724 -2.3166 -0.008 -0.028 -0.033
H 2.1791 2.3929 -1.4948 -0.051 -0.018 -0.094
H 1.9292 4.1000 -3.2676 -0.011 -0.127 -0.023
H 1.3597 3.4038 -5.5753 0.019 -0.063 0.064
H 1.0751 1.0075 -6.1174 0.007 0.033 0.108
H 1.3168 -0.7027 -4.3578 -0.012 0.096 0.012
C -2.9412 4.8426 -0.8419 -0.023 -0.188 0.134
O -3.2243 3.5589 -0.1764 -0.177 0.430 -0.144
C -2.3555 2.6379 -0.0257 0.285 -0.130 -0.238
S -2.8014 1.1749 0.6889 -0.182 -0.172 0.278
S -0.7224 2.6820 -0.4886 0.071 -0.002 -0.031
H -3.6514 4.9210 -1.6552 -0.082 -0.060 -0.033
H -1.9227 4.8809 -1.2044 0.138 -0.089 -0.018
H -3.1191 5.6138 -0.1042 -0.028 0.026 0.121
C -0.3169 -1.7152 2.9633 -0.096 -0.070 -0.097
S 0.0469 -0.2946 1.9226 -0.005 0.335 0.317
C 0.1868 1.0683 3.0928 -0.024 -0.109 0.102
H -1.1844 -1.4845 3.5803 0.047 -0.045 -0.019
H 0.5554 -1.9271 3.5775 -0.037 -0.019 0.010
H -0.5367 -2.5644 2.3162 0.031 0.066 0.016
H 1.0709 0.9345 3.7118 -0.009 0.001 0.001
H -0.7092 1.1073 3.7113 0.040 0.016 -0.027
H 0.2782 1.9887 2.5194 0.002 -0.020 -0.021
```
Positions in Å, forces in eV/Å.

Computed properties:
E_tot, Ha: -4355.41669
2S+1: 6
<S²>: 8.77
Net charge: +2



Entry 5:
ORCA calculation (wB97M-V/def2-TZVPD) on a molecular structure, C8H12N2 at a distorted geometry.

Structure (XYZ):
```
22
Properties=species:S:1:pos:R:3:forces:R:3
C -2.4737 -0.1326 0.4109 1.762 0.370 -0.892
C -0.3766 -1.2793 0.1466 -1.973 -0.471 -0.259
C 0.5288 -0.2572 -0.0996 0.192 1.478 0.921
C -1.6252 1.9055 -0.9200 -2.045 -2.418 1.232
C 0.5179 -2.3796 -0.3469 -0.403 0.014 2.279
C 1.4518 -1.1972 -0.7568 1.484 -0.187 0.888
C 0.7275 0.9592 0.5454 0.373 -2.662 -0.404
C 1.9868 1.6537 0.5836 -0.680 1.998 3.101
N -1.6958 -1.2835 0.5442 -0.386 -0.311 0.894
N -1.9972 0.8093 -0.3595 -2.099 0.682 0.147
H -3.4409 -0.1002 0.9812 0.893 0.398 -0.793
H -2.0223 2.3187 -1.8576 0.304 -0.646 0.010
H -0.9804 2.4633 -0.2937 0.888 1.055 0.286
H 0.6563 -3.0758 0.5580 0.733 0.781 -1.473
H 0.1218 -2.9276 -1.1866 -0.265 -0.410 -0.184
H 2.4943 -1.0297 -0.5130 0.217 -0.837 0.402
H 1.3793 -1.0971 -1.7845 -0.029 0.084 -2.256
H -0.0586 1.2428 1.1839 -0.852 0.671 0.888
H 2.6455 1.2906 1.4408 -0.750 0.019 -0.826
H 1.7553 2.7254 0.9570 0.817 -1.381 -1.148
H 2.4941 1.5146 -0.3124 1.250 0.306 -1.523
H -2.0889 -2.1232 1.0791 0.565 1.469 -1.290
```
Positions in Å, forces in eV/Å.

Computed properties:
ΔE to the lowest compared entry with this formula, charge and spin, kcal/mol: 0.0
E_tot, Ha: -420.74517
2S+1: 1
Net charge: +2



Entry 6:
ORCA calculation (wB97M-V/def2-TZVPD) on C4H9NO2 in the gas phase at a distorted geometry.

Structure (XYZ):
```
16
Properties=species:S:1:pos:R:3:forces:R:3
C 1.8349 0.3965 1.2539 -0.112 -2.308 -0.251
C 0.4724 -0.2077 0.8967 -2.039 -1.077 -1.304
O -0.5528 0.0824 1.8339 0.745 0.593 0.651
C -0.1011 0.0250 -0.5445 1.693 -0.117 0.412
N -1.4807 -0.2551 -0.8540 -0.222 0.684 -0.337
C -1.7653 -0.1178 -2.2220 -1.116 1.052 0.889
O -1.8427 0.9617 -2.7589 0.641 -1.053 -0.378
H 1.9479 1.4126 1.6078 -0.473 0.346 -0.376
H 2.5016 0.1367 0.4235 0.107 0.545 0.118
H 2.1463 -0.2848 2.0585 0.308 0.468 0.092
H 0.5474 -1.3239 0.8186 0.463 0.650 0.979
H -0.1271 0.6883 2.4571 -0.617 -0.152 0.090
H 0.2176 1.0213 -0.8819 -0.388 -0.179 -0.223
H 0.4232 -0.7810 -1.0904 0.633 0.864 -0.302
H -2.2250 -0.6670 -0.3231 0.604 -0.345 0.670
H -1.9966 -1.0871 -2.6753 -0.228 0.029 -0.731
```
Positions in Å, forces in eV/Å.

Computed properties:
ΔE to the lowest compared entry with this formula, charge and spin, kcal/mol: 64.2
E_tot, Ha: -362.98317
2S+1: 1
SMILES: C[C@@H](O)CNC=O



Which of these has the highest 2S+1?
C28H30FeNOP2S3



The highest E_tot belongs to which entry?
C4H5NO



What is the formula in the second record?
C4H5NO